Arrangement P

{"formula": "C4H30BO23", "method": "ωB97M-V/def2-TZVPD", "elements": ["H", "O", "B", "C", "H", "H", "O", "O", "O", "O", "O", "O", "H", "O", "O", "H", "H", "H", "H", "O", "H", "O", "O", "O", "H", "H", "C", "O", "H", "H", "H", "H", "C", "H", "C", "O", "H", "H", "H", "O", "H", "O", "H", "O", "H", "H", "O", "H", "O", "O", "H", "H", "O", "O", "H", "H", "H", "H"], "xyz": [[0.724, 18.787, -2.984], [0.589, 25.430, -8.434], [3.704, 21.654, -5.615], [4.549, 23.755, -5.359], [3.349, 21.340, -8.342], [-0.246, 17.708, -2.529], [4.194, 20.540, -6.458], [0.777, 22.338, -3.029], [4.803, 22.478, -5.108], [6.042, 22.948, -2.388], [-0.174, 18.658, -2.654], [5.600, 18.827, -7.460], [5.640, 27.759, -6.097], [3.763, 27.662, -6.748], [6.525, 28.099, -5.889], [8.389, 23.741, -7.129], [0.719, 26.296, -8.038], [0.604, 21.852, -2.217], [1.031, 21.417, -6.701], [2.953, 20.991, -4.514], [5.806, 22.097, -2.004], [8.254, 25.925, -5.181], [0.560, 20.836, -7.310], [4.070, 18.303, -6.358], [7.253, 22.843, -6.613], [4.776, 18.555, -7.033], [3.838, 19.393, -5.922], [7.129, 21.025, -6.242], [3.595, 26.745, -6.480], [1.224, 24.869, -7.963], [6.004, 22.803, -3.342], [3.453, 21.074, -9.845], [3.112, 19.683, -4.590], [3.788, 25.390, -1.573], [3.240, 23.824, -6.166], [6.315, 17.087, -4.122], [3.004, 28.158, -6.428], [8.388, 25.531, -4.314], [4.523, 25.106, -2.873], [3.504, 15.528, -6.581], [7.778, 25.233, -5.692], [4.516, 25.705, -2.117], [4.178, 14.988, -7.006], [3.319, 21.776, -9.202], [1.220, 21.698, -3.603], [6.012, 16.935, -3.221], [2.793, 22.583, -6.304], [0.080, 21.440, -7.886], [2.679, 18.859, -3.851], [5.207, 24.690, -5.042], [5.587, 16.779, -4.678], [7.042, 27.313, -5.630], [2.689, 24.810, -6.553], [7.499, 23.775, -6.762], [7.636, 20.525, -5.596], [6.454, 20.402, -6.554], [3.646, 16.423, -6.923], [5.331, 19.305, -8.252]], "mulliken_charge": [0.380, -0.676, 0.733, 0.548, 0.376, 0.288, -0.511, -0.651, 0.567, -0.638, -0.634, -0.967, 0.347, -0.693, -0.680, 0.274, 0.277, 0.301, 0.259, -0.541, 0.300, -0.734, -0.629, -0.738, 0.305, 0.704, 0.676, -0.657, 0.376, 0.421, 0.273, 0.265, 0.293, 0.290, 0.347, -0.626, 0.279, 0.322, 0.320, -0.637, 0.402, -0.647, 0.307, -0.629, 0.341, 0.308, -0.230, 0.308, -0.705, -0.542, 0.332, 0.429, -0.732, -0.648, 0.253, 0.332, 0.375, 0.238], "homo_lumo_gap_ha": 0.3155, "total_charge": -1}


Arrangement Q

{"formula": "C4H30BO23", "method": "ωB97M-V/def2-TZVPD", "elements": ["O", "O", "O", "H", "O", "H", "O", "H", "H", "O", "H", "H", "H", "H", "H", "O", "C", "H", "O", "O", "O", "O", "O", "H", "H", "B", "O", "O", "O", "O", "H", "H", "H", "H", "H", "H", "O", "H", "H", "C", "C", "H", "O", "O", "H", "O", "O", "H", "H", "H", "O", "H", "H", "H", "H", "O", "H", "C"], "xyz": [[-0.541, 0.085, -0.972], [3.448, 1.678, -1.794], [-3.655, -2.159, -0.745], [-0.354, 1.021, -3.157], [-1.034, -1.335, 3.553], [3.838, 2.559, -1.822], [1.156, 1.406, 0.181], [4.110, -3.340, -0.710], [-1.332, -3.081, -4.117], [-0.951, -4.352, 0.878], [-1.561, 2.068, -1.416], [-2.959, -2.316, -1.392], [1.927, -1.350, 2.167], [1.094, -5.009, -0.431], [-2.693, 2.346, 3.026], [-3.575, 2.736, 3.104], [-0.396, -1.148, -1.470], [-1.930, -1.680, 3.594], [1.178, -5.901, -0.788], [-2.059, -3.426, -4.650], [-0.672, 2.041, 3.055], [1.757, -1.728, 3.035], [3.759, 4.112, 3.396], [-3.916, -1.251, -0.922], [3.263, 3.852, 2.609], [0.271, 0.231, 0.269], [1.411, 3.626, -1.881], [-1.283, 2.987, -1.524], [-0.543, 0.456, 1.465], [-0.912, -1.640, -2.419], [-1.658, -3.706, -5.477], [-0.105, -4.474, 1.323], [-0.695, 1.452, -4.582], [1.618, -5.772, -1.633], [-0.053, 4.660, 4.937], [3.203, -2.130, -0.655], [-3.683, -0.276, -3.168], [-4.052, 0.583, -2.943], [1.782, 2.744, -1.722], [-0.172, 1.572, 2.077], [1.032, 2.145, 1.273], [-4.135, 2.186, 2.549], [4.122, -2.395, -0.537], [1.015, -1.019, 0.377], [3.790, 5.071, 3.356], [1.224, -2.891, -0.772], [1.645, 3.124, 1.548], [0.267, 3.265, 4.426], [3.991, 1.186, -1.169], [-1.025, -0.767, 2.767], [-1.090, 1.107, -3.775], [-1.606, 3.231, -2.397], [0.824, -1.533, 3.207], [-1.581, -4.243, 1.597], [-2.874, -0.061, -3.656], [0.270, 3.804, 5.230], [0.456, 3.508, -1.734], [0.643, -1.860, -0.569]], "mulliken_charge": [0.425, -0.657, -0.631, 0.287, -0.715, 0.305, -0.432, 0.285, 0.345, -0.594, 0.234, 0.303, 0.371, 0.398, 0.363, -0.673, -0.021, 0.321, -0.665, -0.608, -0.761, -0.640, -0.619, 0.296, 0.388, 0.791, -0.721, -0.657, -1.022, -0.400, 0.281, 0.286, 0.258, 0.291, 0.286, 0.345, -0.587, 0.289, 0.333, 0.738, 0.455, 0.303, -0.694, 0.125, 0.288, -0.732, -0.680, 0.368, 0.297, 0.572, -0.586, 0.319, 0.372, 0.260, 0.272, -0.657, 0.516, 0.386], "homo_lumo_gap_ha": 0.3805, "total_charge": -1}


What should be chosen as the most stable of them? Choose arrangement Q.


Arrangement P

{"formula": "C5H8FN", "method": "ωB97M-V/def2-TZVPD", "elements": ["C", "C", "H", "H", "N", "C", "H", "F", "H", "H", "H", "C", "C", "H", "H"], "xyz": [[-2.257, 0.127, 0.286], [0.205, -0.362, -0.062], [-0.947, -0.105, 1.921], [1.800, -0.966, 1.350], [-3.225, -0.383, -0.038], [-0.982, 0.393, 0.845], [-0.837, 0.142, -1.892], [-0.189, -1.726, -0.140], [-0.816, 1.485, 0.836], [2.284, -0.326, -0.117], [0.611, 1.169, -1.353], [0.246, 0.193, -1.435], [1.555, -0.222, 0.662], [0.988, -0.233, -1.968], [1.563, 0.814, 1.105]], "mulliken_charge": [0.076, 1.121, 0.302, 0.401, -0.415, -0.389, 0.324, -0.368, 0.321, 0.373, 0.395, -1.549, -1.410, 0.498, 0.322], "smiles": "CC(C)(F)CC#N", "homo_lumo_gap_ha": 0.4346}


Arrangement Q

{"formula": "C5H8FN", "method": "ωB97M-V/def2-TZVPD", "elements": ["H", "C", "C", "F", "H", "H", "C", "N", "H", "C", "H", "H", "H", "C", "H"], "xyz": [[-2.195, -0.566, 0.619], [0.011, -0.350, 1.069], [-1.688, 1.318, 1.304], [0.893, 0.393, 1.745], [0.550, -1.249, 0.758], [3.932, -1.171, -2.055], [1.791, -0.674, -2.044], [0.665, -0.423, -2.418], [0.053, -1.185, -2.657], [-1.305, -0.071, 0.982], [-2.100, 1.395, 2.394], [-2.285, 1.798, 0.461], [2.916, -1.016, -0.490], [2.971, -0.890, -1.545], [-0.784, 1.968, 1.398]], "mulliken_charge": [0.338, -0.307, -0.876, -0.255, 0.425, 0.249, 0.572, -0.473, 0.282, -0.123, 0.242, 0.298, 0.234, -0.847, 0.240], "smiles": "C/C=C\\F.C=C=N", "homo_lumo_gap_ha": 0.3696}


What should be chosen as the most stable of them? Choose arrangement P.